[1]
{
  "formula": "C25H31F3N2O2",
  "method": "ωB97M-V/def2-TZVPD",
  "species": ["C", "H", "O", "C", "C", "C", "C", "C", "C", "C", "H", "H", "H", "H", "C", "O", "N", "C", "H", "H", "H", "C", "H", "H", "C", "C", "C", "N", "C", "H", "C", "C", "C", "C", "C", "C", "C", "H", "H", "H", "C", "F", "F", "F", "H", "H", "H", "H", "C", "C", "H", "H", "H", "H", "H", "H", "H", "H", "H", "H", "H", "H", "H"],
  "positions_angstrom": [[0.6977, 6.4417, 4.6035], [1.2593, 7.3574, 4.7827], [1.6041, 5.5527, 3.9995], [1.1639, 4.3137, 3.6413], [-0.1239, 3.8400, 3.8552], [-0.4728, 2.5639, 3.4475], [0.4613, 1.7348, 2.8471], [1.7487, 2.2192, 2.6245], [2.1141, 3.4940, 3.0084], [3.4917, 4.0266, 2.7670], [3.4410, 4.9279, 2.1586], [3.9578, 4.3007, 3.7122], [4.1107, 3.2896, 2.2627], [2.4761, 1.5956, 2.1243], [0.0344, 0.3965, 2.3437], [-0.8914, 0.2926, 1.5539], [0.7198, -0.6837, 2.7934], [1.7310, -0.6414, 3.8184], [1.5659, -1.4650, 4.5171], [2.7347, -0.7463, 3.3966], [1.6767, 0.2976, 4.3647], [0.3980, -1.9847, 2.2489], [-0.5392, -1.8633, 1.7050], [0.2366, -2.6887, 3.0733], [1.4895, -2.5409, 1.3186], [1.9073, -1.5446, 0.2349], [0.8039, -1.3442, -0.7994], [0.4753, -2.6204, -1.4089], [-0.3089, -2.5185, -2.6115], [-0.3677, -3.5151, -3.0607], [-1.7490, -1.9641, -2.4431], [-2.3776, -1.7912, -3.7856], [-2.1889, -0.6146, -4.5010], [-2.7279, -0.4766, -5.7711], [-3.4674, -1.5008, -6.3474], [-3.6533, -2.6735, -5.6370], [-3.1120, -2.8168, -4.3722], [-3.2650, -3.7364, -3.8261], [-4.2250, -3.4776, -6.0745], [-3.8844, -1.3788, -7.3348], [-2.5407, 0.8144, -6.5128], [-3.5034, 1.7142, -6.2205], [-1.3745, 1.4178, -6.2286], [-2.5712, 0.6638, -7.8472], [-1.6221, 0.1959, -4.0674], [-2.3327, -2.6609, -1.8405], [-1.6988, -1.0064, -1.9244], [0.2333, -1.8696, -3.3055], [-0.0432, -3.5524, -0.4289], [1.0172, -3.8282, 0.6367], [1.8741, -4.2991, 0.1523], [0.6164, -4.5239, 1.3766], [-0.2868, -4.4873, -0.9419], [-0.9634, -3.1803, 0.0516], [1.1651, -0.6756, -1.5851], [-0.0639, -0.8687, -0.3190], [2.1603, -0.5802, 0.6780], [2.7937, -1.9333, -0.2703], [2.3672, -2.7756, 1.9330], [-1.4796, 2.2060, 3.5995], [-0.8692, 4.4580, 4.3302], [-0.1500, 6.6609, 3.9465], [0.3271, 6.0536, 5.5580]],
  "mulliken_charge": [-0.94, 0.26, -0.46, 1.08, -0.83, -0.86, -0.38, 0.05, 0.70, -1.63, 0.34, 0.33, 0.40, 0.28, 0.75, -0.68, 0.28, -1.11, 0.29, 0.32, 0.48, -1.79, 0.49, 0.42, 0.72, -1.15, -0.35, 0.09, -0.97, 0.33, -0.30, 0.29, -0.37, -0.09, -0.81, -0.68, -0.54, 0.42, 0.40, 0.44, 0.94, -0.25, -0.27, -0.28, 0.45, 0.45, 0.26, 0.42, -0.43, -1.49, 0.42, 0.46, 0.48, 0.26, 0.45, 0.20, 0.12, 0.55, 0.49, 0.48, 0.39, 0.36, 0.35],
  "de_lowest_kj_mol": 1.0,
  "orbital_gap_ev": 8.864,
  "max_force_ha_per_bohr": 0.0094,
  "homo_energy_ev": -8.17,
  "spin_multiplicity": 1,
  "smiles": "COc1ccc(C(=O)N(C)CC2CCN(CCc3cccc(C(F)(F)F)c3)CC2)cc1C",
  "energy_ha": -1530.867853
}

***

[2]
{
  "formula": "C18H36O18",
  "method": "ωB97M-V/def2-TZVPD",
  "species": ["C", "O", "C", "O", "O", "C", "H", "H", "H", "H", "H", "H", "C", "O", "C", "O", "O", "C", "H", "H", "H", "H", "H", "H", "C", "O", "C", "O", "O", "C", "H", "H", "H", "H", "H", "H", "C", "O", "C", "O", "O", "C", "H", "H", "H", "H", "H", "H", "C", "O", "C", "O", "O", "C", "H", "H", "H", "H", "H", "H", "C", "O", "C", "O", "O", "C", "H", "H", "H", "H", "H", "H"],
  "positions_angstrom": [[4.4647, 2.2686, -2.1378], [3.6932, 2.7459, -3.1991], [3.6660, 3.9955, -3.5805], [4.1836, 5.0036, -3.1038], [3.1030, 3.8443, -4.7985], [2.8959, 4.9267, -5.6467], [5.0880, 1.4585, -2.5165], [4.0050, 1.9127, -1.2158], [5.2384, 2.9571, -1.7981], [1.9393, 5.4486, -5.6204], [2.9469, 4.5815, -6.6794], [3.7255, 5.6309, -5.5840], [7.7097, -0.7208, 8.6057], [7.5359, -0.5197, 7.2576], [6.5808, 0.3418, 6.8525], [5.6308, 0.7257, 7.5908], [6.8224, 0.5681, 5.5668], [5.8878, 1.3672, 4.8814], [7.1688, -1.5726, 9.0181], [7.7161, 0.1306, 9.2863], [8.7421, -1.0660, 8.6606], [5.1159, 1.8279, 5.4978], [5.3146, 0.8094, 4.1408], [6.3872, 2.2056, 4.3957], [0.3420, -6.5485, 6.4276], [-0.2600, -5.2921, 6.5115], [-1.1177, -4.9260, 5.4948], [-1.2154, -5.5196, 4.4248], [-1.9450, -3.9647, 5.8571], [-2.9732, -3.4758, 5.0133], [0.8856, -6.4654, 5.4865], [-0.3321, -7.4043, 6.3920], [1.1259, -6.7649, 7.1533], [-3.9209, -3.9822, 5.1965], [-2.8446, -3.4849, 3.9309], [-3.1831, -2.4161, 5.1585], [-8.9518, -2.7872, -6.6520], [-8.6454, -1.9274, -5.5548], [-7.4073, -1.8903, -5.0336], [-6.3696, -2.4331, -5.4969], [-7.4457, -1.0652, -3.9996], [-6.3451, -0.8507, -3.2008], [-9.9803, -3.1415, -6.5830], [-8.3094, -3.6673, -6.6234], [-8.7231, -2.3675, -7.6316], [-5.7032, -1.7143, -3.0271], [-6.6608, -0.6360, -2.1798], [-5.6530, -0.0959, -3.5740], [-0.2109, -0.8983, -1.3088], [-0.3340, -0.6553, 0.1369], [0.6591, -0.9052, 0.9454], [1.8284, -1.3086, 0.5995], [0.1792, -0.8204, 2.1565], [1.0100, -0.9087, 3.2808], [0.7214, -0.4784, -1.6866], [-1.0992, -0.5027, -1.8012], [-0.1002, -1.9539, -1.5568], [1.6085, -0.0243, 3.4992], [1.7059, -1.7440, 3.2038], [0.4114, -1.1615, 4.1560], [-1.5582, 5.7338, -3.4395], [-1.4768, 4.7428, -4.4815], [-2.3356, 3.7552, -4.5246], [-3.2790, 3.6969, -3.7030], [-1.8578, 2.7876, -5.2979], [-2.6751, 1.8472, -5.9627], [-0.6741, 6.3696, -3.3928], [-1.4255, 5.2428, -2.4755], [-2.4746, 6.3239, -3.4278], [-2.3914, 1.9109, -7.0132], [-3.7422, 1.9935, -5.7952], [-2.4177, 0.9071, -5.4748]],
  "mulliken_charge": [-0.74, -0.27, 0.79, -0.58, -0.28, -0.67, 0.30, 0.27, 0.34, 0.23, 0.28, 0.34, -0.72, -0.29, 0.81, -0.59, -0.28, -0.67, 0.29, 0.32, 0.28, 0.33, 0.26, 0.27, -0.62, -0.30, 0.78, -0.56, -0.32, -0.73, 0.29, 0.27, 0.26, 0.31, 0.32, 0.29, -0.67, -0.30, 0.80, -0.60, -0.28, -0.68, 0.26, 0.32, 0.28, 0.33, 0.28, 0.25, -0.55, -0.32, 0.86, -0.64, -0.31, -0.66, 0.25, 0.21, 0.30, 0.29, 0.33, 0.23, -0.69, -0.28, 0.77, -0.61, -0.25, -0.61, 0.26, 0.32, 0.29, 0.22, 0.35, 0.23],
  "de_lowest_kj_mol": 380.8,
  "orbital_gap_ev": 10.914,
  "max_force_ha_per_bohr": 0.1095,
  "homo_energy_ev": -10.58,
  "spin_multiplicity": 1,
  "smiles": "COC(=O)OC.COC(=O)OC.COC(=O)OC.COC(=O)OC.COC(=O)OC.COC(=O)OC",
  "energy_ha": -2061.672239
}

***

[3]
{
  "formula": "C61H126F18N9O16",
  "method": "ωB97M-V/def2-TZVPD",
  "species": ["C", "C", "C", "O", "C", "N", "H", "H", "H", "H", "H", "H", "H", "H", "H", "H", "H", "H", "C", "C", "C", "O", "C", "N", "H", "H", "H", "H", "H", "H", "H", "H", "H", "H", "H", "H", "C", "C", "C", "O", "C", "N", "H", "H", "H", "H", "H", "H", "H", "H", "H", "H", "H", "H", "C", "C", "C", "O", "C", "N", "H", "H", "H", "H", "H", "H", "H", "H", "H", "H", "H", "H", "C", "C", "N", "C", "C", "N", "C", "C", "H", "H", "H", "H", "H", "H", "H", "H", "H", "H", "H", "C", "C", "N", "C", "C", "N", "C", "C", "H", "H", "H", "H", "H", "H", "H", "H", "H", "H", "H", "C", "C", "C", "N", "C", "C", "C", "C", "C", "C", "H", "H", "H", "H", "H", "H", "H", "H", "H", "H", "H", "H", "H", "H", "H", "H", "H", "H", "H", "H", "C", "O", "O", "C", "F", "F", "F", "C", "C", "H", "H", "H", "H", "H", "H", "C", "O", "O", "C", "F", "F", "F", "C", "C", "H", "H", "H", "H", "H", "H", "C", "O", "O", "C", "F", "F", "F", "C", "C", "H", "H", "H", "H", "H", "H", "C", "O", "O", "C", "F", "F", "F", "C", "C", "H", "H", "H", "H", "H", "H", "C", "O", "O", "C", "F", "F", "F", "C", "C", "H", "H", "H", "H", "H", "H", "C", "O", "O", "C", "F", "F", "F", "C", "C", "H", "H", "H", "H", "H", "H"],
  "positions_angstrom": [[2.8504, -2.4610, 2.7088], [2.0423, -2.0922, 3.9564], [2.7625, -1.0849, 4.8441], [1.9392, -0.5690, 5.9201], [2.0205, -1.4101, 7.0301], [0.7875, -1.4406, 3.4388], [0.2457, -1.1080, 4.2071], [0.9409, -0.7967, 2.7117], [-0.5662, -2.5142, 2.7203], [3.5470, -3.2403, 3.0147], [3.4235, -1.5688, 2.3659], [2.1725, -2.8295, 1.9368], [1.7919, -2.9125, 4.6434], [3.0241, -0.2186, 4.1971], [3.6514, -1.5289, 5.3021], [1.4303, -1.0025, 7.8231], [3.0215, -1.5353, 7.3523], [1.5872, -2.3482, 6.6490], [-4.9042, -1.7040, 3.7419], [-4.3118, -0.9721, 4.9346], [-3.9097, -2.0038, 6.0093], [-3.1377, -1.4218, 7.0991], [-2.7617, -2.4416, 8.0253], [-3.1496, -0.2666, 4.4857], [-3.0093, 1.6416, 4.1782], [-2.7298, 0.1440, 5.3136], [-2.4927, -0.9586, 4.1064], [-5.5780, -2.5065, 4.1082], [-4.0721, -2.1660, 3.2758], [-5.4919, -1.1158, 3.0577], [-4.9736, -0.2428, 5.3359], [-3.2507, -2.7191, 5.4944], [-4.8520, -2.4021, 6.3955], [-3.6408, -3.0833, 8.2613], [-2.4042, -1.9589, 8.9301], [-2.0826, -3.1205, 7.5588], [-0.8674, 1.8952, -6.6283], [-0.7543, 0.3940, -6.3986], [0.2585, -0.2720, -7.3386], [1.5165, 0.2017, -6.8356], [2.5300, -0.3719, -7.6883], [-0.5294, 0.0323, -4.9782], [-0.3501, -1.3524, -3.9959], [0.3168, 0.5402, -4.7331], [-1.2316, 0.4773, -4.4411], [0.0966, 2.3525, -6.7264], [-1.4546, 2.2788, -5.8188], [-1.3885, 2.0811, -7.5762], [-1.7830, 0.0577, -6.6124], [0.3052, 0.1319, -8.4008], [0.1199, -1.3348, -7.2917], [3.4617, -0.0591, -7.2422], [2.4302, -0.0245, -8.6794], [2.4865, -1.4467, -7.6007], [-2.6519, -0.1604, -0.2915], [-1.6159, 0.8454, 0.0498], [-0.6022, 0.1327, 0.9973], [0.4420, 0.8203, 1.6880], [1.6064, 1.0238, 0.9282], [-0.9130, 1.3086, -1.1839], [-1.5682, 1.4984, -1.9279], [-0.2449, 2.7431, -1.2484], [-0.4473, 0.5101, -1.6536], [-3.2975, 0.2353, -1.0666], [-3.2396, -0.5436, 0.5256], [-2.1000, -1.0404, -0.7498], [-2.0269, 1.6595, 0.6192], [-0.1212, -0.6859, 0.4880], [-1.2231, -0.2394, 1.7821], [1.9775, 0.0947, 0.5322], [2.3635, 1.5036, 1.6159], [1.5000, 1.8004, 0.1811], [1.4357, 6.8895, 1.1580], [1.9247, 5.4591, 0.8291], [1.5168, 4.5147, 1.8858], [0.2571, 4.0071, 1.9159], [0.1278, 3.3291, 3.0668], [1.3692, 3.3476, 3.7239], [2.2006, 4.1073, 2.9830], [1.5732, 2.6110, 4.9753], [0.3793, 6.9235, 1.0562], [1.8766, 7.6899, 0.5646], [1.7088, 7.1305, 2.1867], [3.0292, 5.4624, 0.7366], [1.4997, 5.0367, -0.0411], [-0.3787, 4.3548, 1.1471], [-0.7313, 2.8415, 3.5045], [3.1941, 4.3755, 3.2579], [0.6265, 2.4795, 5.4426], [2.3251, 3.1462, 5.5763], [1.9289, 1.6333, 4.8715], [-6.8912, -4.9120, -1.6875], [-6.8354, -3.4424, -1.3574], [-5.5337, -2.9508, -1.9699], [-4.2737, -3.0424, -1.4386], [-3.3879, -2.7702, -2.4810], [-4.1360, -2.4866, -3.5468], [-5.4103, -2.5607, -3.2220], [-3.5319, -2.2454, -4.8302], [-7.7569, -5.2855, -1.0989], [-6.1291, -5.5058, -1.2651], [-6.9353, -5.1281, -2.7695], [-6.8903, -3.2872, -0.2796], [-7.7344, -2.8962, -1.7013], [-4.0774, -3.3324, -0.4320], [-2.3431, -2.7433, -2.4064], [-6.2745, -2.3431, -3.8302], [-2.7143, -2.9868, -4.9470], [-3.1082, -1.2822, -4.7334], [-4.2397, -2.1561, -5.6847], [6.0617, -2.9687, -1.2984], [5.3188, -1.6797, -1.0037], [5.4010, -0.7959, -2.3415], [5.3775, 0.7226, -2.1581], [6.6907, 1.0911, -1.4659], [6.8490, 2.6579, -1.4527], [6.8018, 3.2676, -2.8831], [5.4933, 2.9058, -3.5699], [5.3263, 1.3638, -3.5185], [4.1643, 1.2017, -1.4541], [5.6404, -3.6915, -0.6296], [7.1509, -2.9128, -1.2424], [5.8972, -3.2423, -2.3074], [5.8108, -1.1254, -0.2232], [4.2367, -1.8102, -0.8237], [4.5752, -1.0904, -3.0199], [6.3573, -0.9370, -2.8163], [7.4426, 0.6608, -2.1826], [6.7359, 0.7343, -0.3973], [7.8043, 2.7899, -0.9598], [6.0390, 2.9813, -0.7727], [7.7514, 2.9697, -3.4030], [6.9669, 4.3631, -2.8133], [5.4234, 3.1772, -4.6036], [4.6867, 3.4368, -3.0893], [6.1339, 0.9186, -4.1215], [4.4116, 1.0326, -4.0686], [4.2310, 0.7586, -0.4285], [3.3029, 0.8031, -1.9561], [4.2524, 2.2447, -1.3588], [-0.6248, -4.4270, 2.7003], [-0.9986, -5.3785, 1.7404], [-1.2314, -3.1894, 2.5101], [-1.0425, -4.9716, 4.0374], [-0.3507, -6.0854, 4.4231], [-0.7775, -3.9938, 4.9773], [-2.3667, -5.3267, 4.1067], [-0.6626, -5.0303, 0.3837], [-1.2573, -6.0545, -0.5035], [-1.0887, -5.9148, -1.5426], [-0.8875, -7.0396, -0.3520], [-2.3617, -6.1218, -0.4099], [0.4243, -4.9500, 0.1874], [-1.0661, -4.0021, 0.3204], [0.4386, -4.3059, 2.7276], [0.7369, -2.8345, -3.5005], [0.4911, -4.2344, -3.5722], [-0.3391, -2.0587, -3.2734], [1.8466, -2.5684, -2.3526], [2.8054, -3.4185, -2.5007], [2.2118, -1.2880, -2.5737], [1.4062, -2.5500, -1.1386], [-0.3107, -4.4531, -4.7411], [-1.1484, -5.6827, -4.5640], [-1.5821, -6.0457, -5.4841], [-0.5704, -6.5159, -4.1839], [-1.9857, -5.5899, -3.8491], [0.3309, -4.6489, -5.5797], [-0.8523, -3.5884, -5.0628], [1.3030, -2.4568, -4.4616], [0.3212, 4.1922, -2.5460], [-0.8415, 3.8884, -3.2695], [0.2659, 3.7086, -1.2574], [1.6170, 3.8453, -3.2952], [2.8219, 4.0098, -2.5837], [1.5648, 2.5400, -3.6846], [1.6959, 4.6985, -4.3322], [-1.4219, 5.0816, -3.8787], [-2.7197, 4.7841, -4.5513], [-3.0224, 5.7446, -4.9716], [-2.5924, 4.0117, -5.2773], [-3.4283, 4.4702, -3.7923], [-0.5892, 5.4855, -4.5222], [-1.6252, 5.8037, -3.0489], [0.2989, 5.2486, -2.4465], [-3.7659, 3.4778, 4.4716], [-4.9581, 3.1483, 5.2126], [-2.7823, 2.5082, 4.5011], [-4.2430, 3.8548, 3.0373], [-4.9139, 2.8736, 2.3830], [-4.9403, 4.9673, 3.0206], [-3.1817, 4.1161, 2.2257], [-4.9421, 3.2796, 6.5853], [-4.0607, 2.2658, 7.2864], [-4.2882, 2.2768, 8.2929], [-4.3042, 1.3047, 6.8481], [-3.0149, 2.4019, 7.1375], [-6.0292, 3.2308, 6.8441], [-4.5295, 4.2047, 6.8956], [-3.3197, 4.4211, 4.8881], [-4.0209, 1.0242, -3.4128], [-4.9448, 0.1258, -2.6760], [-2.8673, 0.4831, -3.5884], [-4.7147, 1.2128, -4.8300], [-3.9188, 0.8655, -5.8470], [-5.7991, 0.4049, -4.9320], [-5.0968, 2.4531, -5.0755], [-6.1580, 0.7622, -2.1311], [-6.0352, 0.6300, -0.5976], [-6.9099, 0.4218, -0.0684], [-5.3073, -0.1176, -0.3208], [-5.6621, 1.6222, -0.2597], [-7.1161, 0.4543, -2.6121], [-6.1094, 1.8240, -2.4075], [-4.1695, 2.0316, -2.8733], [5.8808, 0.8019, 2.4372], [5.6513, -0.2896, 3.4360], [5.3868, 0.4399, 1.2537], [5.2076, 1.9497, 3.1093], [5.7645, 2.3288, 4.2361], [5.2224, 3.1064, 2.3557], [3.9075, 1.6726, 3.3089], [6.5018, -1.3528, 3.3170], [8.0389, -1.0658, 3.5838], [8.3173, -0.5152, 4.5804], [8.4927, -2.0486, 3.4951], [8.4590, -0.3671, 2.8241], [6.4390, -1.8782, 2.3243], [6.0876, -2.1016, 3.9480], [6.9956, 1.0650, 2.5534]],
  "mulliken_charge": [-0.73, 0.11, 0.56, -0.26, -0.74, 1.10, 0.07, -0.92, -0.14, 0.71, -0.44, -0.07, 0.38, -1.32, 0.76, 0.30, 0.30, 0.26, -1.52, -0.06, -0.66, -0.19, -0.74, 0.23, 0.07, 0.40, -0.39, 0.42, 0.15, 0.34, 0.54, 0.15, 0.50, 0.32, 0.23, 0.21, -1.43, 0.77, -1.25, -0.14, -0.94, 0.23, -0.40, -0.02, -0.34, 0.45, -0.10, 0.53, 0.28, 0.49, 0.36, 0.20, 0.34, 0.36, -0.70, 1.04, -0.89, 0.87, -1.00, 1.02, -0.14, -0.25, -0.63, -0.12, 0.87, -0.97, 0.09, -0.15, 0.06, 0.81, -0.30, -0.01, -1.35, 0.38, 0.63, -1.17, -0.88, 0.53, -0.54, -1.04, 0.37, 0.42, 0.35, 0.42, -0.66, 1.17, 0.62, 0.65, 0.29, 0.34, 0.37, -1.09, -0.58, 0.63, -1.73, -0.91, 0.73, -0.70, -0.29, 0.41, 0.30, 0.29, 0.39, 0.38, 0.98, 1.05, 0.52, 0.05, -0.28, 0.32, -1.83, 2.20, -1.50, 1.22, -0.10, -0.47, -1.20, 0.16, -0.85, 0.09, 0.46, 0.41, 0.47, -0.53, -0.72, 0.46, 0.71, 0.49, -0.09, 0.55, 0.16, 0.35, 0.44, 0.58, -0.26, 0.52, 0.36, -0.84, -0.31, 0.48, -0.12, -0.45, 0.53, 0.41, -0.32, -0.14, -0.30, 0.77, -1.29, 0.14, 0.46, 0.30, 0.08, -0.21, 0.21, -0.21, -0.41, 2.07, 0.13, -0.33, -0.03, -0.07, 0.40, -1.53, 0.47, 0.42, 0.12, 0.40, -0.16, 0.14, -0.90, -0.17, 0.22, 0.74, -0.30, 0.00, -0.31, -0.39, -1.12, 0.48, 0.19, 0.23, 0.31, 0.32, 0.70, -0.18, -0.38, 0.01, 0.72, -0.24, -0.29, -0.25, -0.40, -0.78, 0.58, -0.07, 0.15, 0.37, 0.33, 0.36, -1.05, 0.37, 0.05, 0.73, -0.16, -0.30, -0.30, -0.74, -0.65, 0.43, -0.17, 0.21, 0.31, 0.48, 0.02, -1.04, -0.15, -0.16, 0.52, -0.32, -0.32, -0.01, -0.19, -1.25, 0.26, 0.42, 0.26, 0.02, 0.55, 0.01],
  "orbital_gap_ev": 8.408,
  "total_charge": 1,
  "max_force_ha_per_bohr": 0.0923,
  "homo_energy_ev": -9.65,
  "spin_multiplicity": 1,
  "energy_ha": -5893.720603
}